20
Properties=species:S:1:pos:R:3:forces:R:3:mulliken_charge:R:1 method="wB97M-V/def2-TZVPD" gap_ev=10.50 homo_ev=-9.549 spin_multiplicity=1 energy_ev=-8932.3223 relative_energy_kj_mol=162.92
C 2.190 -1.250 0.794 -1.8 0.4 -0.9 -0.419
N 1.241 -0.641 0.160 1.7 -0.3 0.6 -0.242
C 1.625 0.634 -0.516 -0.3 -0.5 0.2 -0.448
C 1.178 0.577 -1.978 0.5 0.1 -0.4 -1.023
H 1.991 -2.262 1.221 0.2 1.0 -0.2 0.261
H 3.177 -0.783 0.892 0.0 -0.3 0.0 0.239
H 2.709 0.776 -0.381 -0.3 0.2 -0.2 0.422
H 1.072 1.481 -0.074 0.3 -0.4 0.2 0.194
H 1.664 -0.232 -2.552 -0.5 0.0 0.5 0.313
H 0.079 0.517 -2.003 0.4 -0.2 -0.2 0.224
H 1.502 1.478 -2.520 -0.3 0.0 0.4 0.342
C -2.327 0.889 0.705 0.3 -0.3 0.7 -0.721
C -2.185 -0.614 1.081 0.3 0.3 -0.1 -0.245
O -1.583 -1.355 0.027 0.0 0.0 -0.1 -0.528
H -2.856 1.480 1.491 0.0 -0.6 -0.7 0.335
H -2.810 0.959 -0.285 0.2 0.2 0.5 0.227
H -1.313 1.342 0.704 -0.5 -0.3 -0.4 0.082
H -1.579 -0.715 2.003 -0.3 0.1 -0.2 0.245
H -3.160 -1.098 1.269 0.3 0.4 -0.1 0.287
H -0.616 -1.185 -0.037 -0.5 0.2 0.4 0.455